No. 1
ORCA calculation (ωB97M-V/def2-TZVPD) on a structure of composition C39H27F12MnN4O5S.

Summary:
energy above the lowest of the compared OMol25 structures with the same formula, charge and spin = 0.000 eV
net charge = -2
HOMO-LUMO gap (alpha / beta) = 6.05 / 6.49 eV
F_max = 2.01 eV Å⁻¹
2S+1 = 5
E = -4845.41417 Eh

Last column: Löwdin charge in e.
Positions of all 89 atoms, in Å:
Mn (0.161, 1.000, -0.210)  1.111
C (1.570, -3.501, 4.825)  -0.064
C (1.123, -2.808, 3.564)  -0.283
C (1.582, -3.221, 2.315)  -0.047
C (1.164, -2.589, 1.168)  -0.016
C (0.266, -1.502, 1.183)  -0.230
N (-0.153, -0.965, -0.045)  -0.017
C (-0.669, -1.840, -0.969)  -0.195
C (-1.256, -3.057, -0.538)  -0.015
C (-1.700, -4.023, -1.411)  -0.062
C (-1.627, -3.835, -2.787)  -0.291
C (-2.069, -4.895, -3.764)  -0.073
C (-1.157, -2.607, -3.226)  -0.004
C (-0.714, -1.608, -2.366)  -0.055
C (-0.272, -0.254, -2.921)  -0.353
O (-0.555, 0.791, -2.110)  -0.157
C (1.264, -0.323, -3.233)  -0.523
F (1.700, 0.728, -3.947)  0.155
F (1.620, -1.435, -3.922)  0.133
F (1.954, -0.342, -2.086)  0.148
C (-0.989, 0.082, -4.269)  -0.521
F (-2.310, -0.204, -4.216)  0.126
F (-0.888, 1.384, -4.559)  0.157
F (-0.497, -0.590, -5.347)  0.116
C (-0.132, -1.036, 2.450)  -0.062
C (0.275, -1.716, 3.600)  -0.009
C (-1.061, 0.181, 2.568)  -0.392
O (-1.464, 0.704, 1.414)  -0.161
C (-2.339, -0.254, 3.385)  -0.511
F (-2.745, -1.499, 3.053)  0.135
F (-2.157, -0.265, 4.741)  0.106
F (-3.381, 0.558, 3.153)  0.139
C (-0.391, 1.339, 3.412)  -0.512
F (-1.317, 2.238, 3.822)  0.133
F (0.485, 2.010, 2.651)  0.140
F (0.289, 0.971, 4.531)  0.106
H (1.350, -4.570, 4.784)  0.069
H (1.067, -3.079, 5.696)  0.068
H (2.649, -3.386, 4.964)  0.071
H (2.283, -4.048, 2.245)  0.109
H (1.524, -2.930, 0.205)  0.127
H (-1.345, -3.228, 0.526)  0.112
H (-2.122, -4.944, -1.018)  0.102
H (-1.931, -5.892, -3.342)  0.064
H (-1.492, -4.831, -4.687)  0.068
H (-3.127, -4.786, -4.023)  0.070
H (-1.131, -2.438, -4.295)  0.111
H (-0.068, -1.367, 4.566)  0.111
C (-3.171, 2.635, 0.066)  -0.167
N (-1.769, 2.696, -0.309)  0.014
C (-1.345, 3.677, -0.999)  -0.105
C (0.043, 3.736, -1.314)  -0.320
C (0.796, 4.650, -2.040)  -0.075
C (2.115, 4.177, -2.024)  -0.110
C (2.106, 2.998, -1.288)  -0.146
N (0.857, 2.734, -0.843)  -0.053
C (-4.098, 2.514, -1.119)  -0.202
C (-3.820, 1.582, -2.119)  -0.008
C (-4.667, 1.451, -3.208)  -0.080
C (-5.801, 2.246, -3.318)  -0.118
C (-6.083, 3.177, -2.330)  -0.119
C (-5.232, 3.310, -1.239)  -0.064
H (-3.446, 3.514, 0.662)  0.116
H (-3.271, 1.757, 0.704)  0.098
H (-2.004, 4.483, -1.347)  0.133
H (0.420, 5.535, -2.534)  0.084
H (2.980, 4.623, -2.490)  0.076
H (2.939, 2.351, -1.066)  0.076
H (-2.916, 0.987, -2.036)  0.102
H (-4.435, 0.727, -3.980)  0.089
H (-6.462, 2.144, -4.171)  0.087
H (-6.960, 3.809, -2.412)  0.086
H (-5.456, 4.042, -0.470)  0.099
O (6.221, -0.869, -0.465)  -0.330
S (5.704, 0.358, 0.094)  0.623
O (6.522, 1.530, -0.120)  -0.332
N (4.160, 0.608, -0.317)  -0.039
C (3.339, 0.524, 0.718)  -0.479
O (2.096, 0.645, 0.693)  -0.042
C (4.048, 0.251, 2.022)  -0.112
C (3.499, 0.141, 3.284)  0.010
C (4.348, -0.100, 4.357)  -0.074
C (5.720, -0.227, 4.168)  -0.093
C (6.272, -0.107, 2.896)  -0.053
C (5.413, 0.135, 1.847)  -0.209
H (2.435, 0.234, 3.423)  0.098
H (3.933, -0.183, 5.355)  0.100
H (6.366, -0.421, 5.016)  0.093
H (7.338, -0.191, 2.729)  0.112

No. 2
ORCA calculation (ωB97M-V/def2-TZVPD) on a cluster of 6 separate species, C2H16O5 in total.

Summary:
energy above the lowest of the compared OMol25 structures with the same formula, charge and spin = 1.013 eV
net charge = 0
HOMO-LUMO gap = 11.24 eV
F_max = 2.31 eV Å⁻¹
structure (SMILES) = CC.O.O.O.O.O
E = -461.95350 Eh

Last column: Löwdin charge in e.
Positions of all 23 atoms, in Å:
C (-0.311, 2.078, -1.176)  -0.194
C (0.201, 1.423, 0.122)  -0.165
H (0.010, 1.529, -2.092)  0.061
H (-1.402, 1.926, -1.290)  0.052
H (0.037, 3.158, -1.271)  0.087
H (1.337, 1.301, 0.036)  0.046
H (-0.363, 0.398, 0.270)  0.088
H (-0.155, 2.082, 0.883)  0.045
H (-4.481, -0.642, -2.348)  0.025
H (-3.638, -0.635, -1.089)  0.001
O (-4.528, -0.661, -1.410)  -0.027
H (3.617, 3.215, 1.069)  0.030
H (2.962, 2.095, 0.245)  0.012
O (3.414, 2.993, 0.152)  -0.094
H (-3.424, -1.701, 0.599)  0.034
H (-3.148, -3.160, 0.943)  0.022
O (-2.746, -2.396, 0.579)  -0.040
H (2.653, -0.956, 0.902)  0.052
H (4.167, -0.386, 0.984)  0.036
O (3.255, -0.166, 0.796)  -0.076
H (0.508, -3.201, -0.013)  0.062
H (0.031, -2.239, 1.123)  0.054
O (0.848, -2.743, 0.804)  -0.110

No. 3
ORCA calculation (ωB97M-V/def2-TZVPD) on a structure of composition C43H101N6O8Y.

Summary:
energy above the lowest of the compared OMol25 structures with the same formula, charge and spin = 12.836 eV
net charge = +2
HOMO-LUMO gap = 1.12 eV
F_max = 3.39 eV Å⁻¹
E = -2666.43976 Eh

Last column: Löwdin charge in e.
Positions of all 159 atoms, in Å:
Y (1.469, 4.529, -6.442)  1.306
C (-4.165, 2.161, -8.981)  -0.047
C (-3.088, 1.593, -8.112)  -0.547
C (-2.504, 0.242, -8.692)  -0.032
O (-2.144, 2.436, -7.542)  -0.058
H (-4.851, 1.317, -8.909)  0.093
H (-3.699, 2.424, -9.930)  0.096
H (-4.573, 3.081, -8.562)  0.089
H (-3.743, 1.235, -7.318)  0.170
H (-1.904, -0.248, -7.924)  0.072
H (-1.794, 0.423, -9.499)  0.079
H (-3.212, -0.503, -9.055)  0.081
C (-1.952, 0.903, -14.910)  -0.161
O (-2.380, 1.045, -16.274)  -0.119
H (-1.239, 0.113, -14.674)  0.071
H (-1.356, 1.780, -14.656)  0.065
H (-2.794, 0.890, -14.218)  0.070
H (-2.009, 1.790, -16.753)  0.073
C (1.258, -1.537, -3.560)  -0.048
C (2.693, -1.326, -4.141)  -0.430
C (3.473, -2.492, -4.769)  -0.203
O (4.782, -2.085, -5.117)  -0.226
C (5.907, -3.011, -5.205)  -0.060
N (2.773, -0.175, -5.029)  0.026
H (0.790, -0.565, -3.404)  0.063
H (1.355, -2.035, -2.595)  0.076
H (0.507, -1.968, -4.223)  0.066
H (3.295, -1.100, -3.260)  0.131
H (3.039, -2.987, -5.639)  0.128
H (3.657, -3.229, -3.987)  0.125
H (6.434, -3.298, -4.295)  0.082
H (6.729, -2.754, -5.872)  0.086
H (5.489, -3.952, -5.563)  0.081
H (2.183, -0.489, -5.785)  0.063
H (3.725, -0.335, -5.328)  0.050
C (-1.656, 9.486, -7.185)  -0.036
C (-1.096, 8.071, -7.450)  -0.475
C (-0.725, 7.786, -8.939)  -0.158
O (0.057, 6.550, -9.038)  -0.307
C (0.124, 6.046, -10.374)  -0.103
N (0.057, 7.884, -6.626)  0.012
H (-1.714, 9.572, -6.100)  0.084
H (-2.583, 9.578, -7.750)  0.089
H (-0.871, 10.155, -7.538)  0.085
H (-1.859, 7.387, -7.077)  0.134
H (-0.174, 8.632, -9.350)  0.132
H (-1.739, 7.856, -9.332)  0.129
H (1.105, 6.307, -10.769)  0.090
H (-0.640, 6.361, -11.085)  0.095
H (0.078, 4.961, -10.282)  0.076
H (0.652, 8.559, -7.083)  0.084
H (-0.134, 8.149, -5.670)  0.077
C (-2.615, 4.156, -1.832)  -0.046
C (-1.658, 5.344, -2.262)  -0.421
C (-1.419, 6.366, -1.136)  -0.207
O (-0.514, 7.292, -1.693)  -0.167
C (0.323, 7.781, -0.737)  -0.162
N (-0.406, 4.736, -2.613)  0.022
H (-2.206, 3.413, -1.147)  0.085
H (-3.004, 3.714, -2.750)  0.077
H (-3.440, 4.607, -1.281)  0.077
H (-2.044, 5.876, -3.131)  0.127
H (-1.123, 5.976, -0.163)  0.130
H (-2.343, 6.873, -0.860)  0.128
H (1.329, 8.030, -1.075)  0.091
H (0.665, 7.163, 0.093)  0.089
H (-0.145, 8.643, -0.262)  0.099
H (0.243, 4.995, -1.884)  0.072
H (-0.761, 3.828, -2.347)  0.039
C (-7.867, 7.357, -4.342)  -0.033
C (-9.440, 7.490, -4.206)  -0.428
C (-10.101, 7.884, -5.586)  -0.099
C (-10.533, 6.754, -6.594)  -0.174
C (-11.393, 5.842, -5.854)  -0.202
C (-10.736, 5.237, -4.577)  -0.395
N (-10.114, 6.293, -3.732)  -0.120
O (-9.879, 5.868, -2.465)  0.037
C (-11.977, 4.602, -3.847)  -0.032
C (-9.557, 4.173, -4.924)  0.012
C (-9.689, 8.760, -3.252)  -0.016
H (-7.464, 8.337, -4.598)  0.077
H (-7.425, 6.668, -5.061)  0.066
H (-7.397, 7.034, -3.412)  0.076
H (-10.809, 8.711, -5.540)  0.117
H (-9.284, 8.418, -6.069)  0.103
H (-9.770, 6.020, -6.854)  0.108
H (-10.982, 7.169, -7.497)  0.122
H (-11.839, 5.052, -6.459)  0.133
H (-12.193, 6.474, -5.467)  0.117
H (-12.426, 3.708, -4.280)  0.087
H (-11.841, 4.246, -2.826)  0.075
H (-12.803, 5.314, -3.823)  0.080
H (-9.775, 3.679, -5.871)  0.078
H (-8.604, 4.699, -4.869)  0.058
H (-9.501, 3.404, -4.153)  0.074
H (-9.443, 9.667, -3.805)  0.086
H (-9.185, 8.676, -2.289)  0.078
H (-10.748, 8.763, -2.997)  0.082
H (-10.479, 6.400, -1.938)  0.120
C (-12.846, 3.696, -16.271)  -0.036
C (-11.530, 3.129, -15.752)  -0.535
C (-11.060, 4.159, -14.791)  -0.189
C (-9.847, 3.853, -13.940)  -0.167
C (-10.156, 2.574, -13.125)  -0.129
C (-10.649, 1.364, -14.008)  -0.426
N (-11.658, 1.848, -15.046)  -0.065
O (-12.312, 0.873, -15.824)  0.015
C (-9.470, 0.667, -14.585)  -0.049
C (-11.497, 0.347, -13.036)  -0.009
C (-10.568, 3.116, -16.986)  0.001
H (-12.701, 4.655, -16.769)  0.094
H (-13.282, 2.933, -16.916)  0.086
H (-13.598, 3.769, -15.486)  0.093
H (-10.843, 5.061, -15.364)  0.129
H (-11.876, 4.408, -14.112)  0.125
H (-9.068, 3.547, -14.638)  0.094
H (-9.566, 4.732, -13.359)  0.115
H (-10.964, 2.844, -12.444)  0.107
H (-9.323, 2.344, -12.461)  0.112
H (-8.778, 0.326, -13.815)  0.092
H (-8.904, 1.262, -15.301)  0.078
H (-9.820, -0.160, -15.204)  0.088
H (-12.301, 0.832, -12.483)  0.071
H (-10.814, -0.052, -12.286)  0.073
H (-12.074, -0.400, -13.580)  0.070
H (-10.884, 3.873, -17.704)  0.090
H (-9.513, 3.123, -16.714)  0.074
H (-10.747, 2.121, -17.394)  0.071
H (-11.697, 0.709, -16.543)  0.083
C (-3.879, -7.651, -4.280)  -0.066
C (-3.129, -6.414, -4.427)  -0.506
C (-3.578, -5.728, -5.755)  -0.130
C (-4.860, -4.876, -5.793)  -0.160
C (-4.840, -3.894, -4.584)  -0.129
C (-4.659, -4.632, -3.235)  -0.433
N (-3.390, -5.495, -3.247)  -0.051
O (-3.163, -6.091, -2.001)  0.013
C (-4.572, -3.601, -2.036)  -0.037
C (-5.964, -5.424, -2.903)  -0.049
C (-1.619, -6.785, -4.584)  -0.014
H (-3.517, -8.336, -3.513)  0.092
H (-3.800, -8.325, -5.133)  0.099
H (-4.955, -7.519, -4.163)  0.080
H (-2.781, -4.987, -5.821)  0.110
H (-3.481, -6.428, -6.585)  0.124
H (-5.790, -5.440, -5.860)  0.105
H (-4.866, -4.326, -6.734)  0.103
H (-5.797, -3.382, -4.486)  0.118
H (-4.035, -3.163, -4.652)  0.113
H (-4.545, -4.106, -1.071)  0.081
H (-3.839, -2.798, -2.114)  0.074
H (-5.473, -2.989, -2.061)  0.075
H (-6.850, -4.874, -2.589)  0.084
H (-6.367, -6.061, -3.691)  0.066
H (-5.869, -6.035, -2.006)  0.087
H (-1.476, -6.889, -5.659)  0.085
H (-1.313, -7.725, -4.124)  0.082
H (-1.029, -6.032, -4.062)  0.080
H (-2.212, -6.190, -1.919)  0.108